The following is a quantum chemistry calculation of a cluster of 2 separate species, C6H16 in total in a non-equilibrium geometry, from OMol25.

Geometry as XYZ:
```
22
Properties=species:S:1:pos:R:3:forces:R:3:nbo_charge:R:1
C -2.25823 -1.13908 -0.19805 0.8 -0.1 -0.5 -0.3111
C -1.39553 -2.08192 -1.11264 1.3 1.5 -0.6 -0.5179
C -1.70592 -0.20207 0.89150 -1.8 -1.5 0.6 -0.5785
H -2.70017 -0.51434 -0.97809 0.0 0.2 -0.1 0.3045
H -2.90851 -1.90298 0.27942 0.3 0.2 0.2 0.3250
H -1.22878 -3.12682 -0.88892 -0.4 0.0 0.3 0.2631
H -1.89786 0.85348 0.83867 0.1 0.3 -0.5 0.2646
H -0.40076 -1.49864 -1.04618 -0.7 -0.4 0.4 0.3169
H -1.57324 -1.85772 -2.15537 -0.4 -0.6 -0.4 0.2616
H -2.15912 -0.60927 1.78258 0.2 0.5 0.8 0.2529
H -0.64623 -0.46080 0.98362 0.5 0.1 -0.1 0.2992
C 2.09310 1.46631 0.47396 -2.1 1.0 -0.5 -0.4098
C 1.71311 0.03674 0.77994 3.0 -0.7 1.3 -0.5887
C 1.42813 2.01067 -0.83411 0.7 0.6 1.1 -0.6139
H 1.63317 2.11010 1.24809 0.6 -0.4 0.0 0.2067
H 3.17194 1.58806 0.51933 0.1 0.0 -0.1 0.2420
H 1.91469 -0.13351 1.84922 -0.7 -0.1 -0.1 0.2367
H 0.42651 1.58021 -0.81401 0.1 -0.5 -1.1 0.1803
H 1.18825 3.07065 -0.73105 0.4 0.1 0.2 0.2240
H 2.40306 -0.70656 0.36542 0.3 0.2 -0.5 0.2383
H 0.81417 -0.44711 0.45631 -1.3 0.3 -0.4 0.1725
H 2.08822 1.96460 -1.70965 -0.8 -0.7 -0.1 0.2317
```
Positions in Å, forces in eV/Å.

Properties
- E_LUMO (spin up / spin down): -0.110 / -0.373 hartree
- Expectation value of S²: 0.753
- Multiplicity: 2
- Gap between HOMO and LUMO (spin up / spin down): 11.51 / 4.30 eV
- E_HOMO (spin up / spin down): -0.53331 / -0.53119 Eh
- Total charge: +1
- Relative energy (zero: lowest compared OMol25 entry of this formula, charge and spin): 1.459 eV

The following is a quantum chemistry calculation of a structure of composition C6H16B2Br4Na3O6 in a non-equilibrium geometry, from OMol25.

Geometry as XYZ:
```
37
Properties=species:S:1:pos:R:3:forces:R:3:nbo_charge:R:1
Na -0.29205 -1.72761 -1.27838 0.6 0.3 -1.3 0.8818
Na 2.15603 0.53642 -0.38306 -0.2 -0.2 -0.5 0.9422
Na -1.16774 1.79581 -1.46895 0.6 -0.7 -1.3 0.9441
C -0.19273 -0.72203 -3.91849 2.1 -0.1 -4.6 0.9165
O 0.11663 -0.33494 -5.08723 -1.0 2.0 -1.1 -0.9042
O -0.96552 -0.16509 -3.13001 -3.8 3.7 3.9 -0.9952
O 0.34152 -1.76598 -3.57812 1.7 -5.3 3.1 -0.9022
C 1.88607 1.95267 -2.82850 -0.3 -2.0 0.5 0.9009
O 1.69609 2.49941 -3.90060 0.3 1.3 -2.4 -0.4708
O 1.34186 2.34724 -1.78138 -1.0 1.2 2.7 -0.8459
O 2.55477 0.88015 -2.79922 1.0 0.0 -0.2 -0.5390
B -0.55002 0.31070 0.33299 0.3 0.0 0.4 -0.9038
H -0.66356 1.28811 0.77574 -0.5 3.7 2.0 -0.0456
H 0.03750 0.44624 -0.56182 1.7 0.1 -3.3 -0.0333
H 0.00203 -0.37743 0.95424 2.1 -2.3 2.7 0.0118
H -1.51828 -0.13657 0.16972 -3.8 -1.6 -1.0 -0.0074
B 2.17554 -2.22392 -0.58891 0.2 -0.1 0.2 -0.8522
H 3.14755 -2.54874 -0.25135 3.8 -1.1 1.6 -0.0217
H 1.43342 -2.20595 0.19415 -2.8 0.2 3.6 -0.0662
H 2.21112 -1.28609 -1.12129 0.2 3.3 -2.1 -0.0504
H 1.81465 -2.95316 -1.29757 -1.3 -2.7 -2.8 0.0243
Br -0.05726 5.57849 0.18261 0.4 -1.1 0.9 -0.0540
C -0.09311 3.90918 1.34368 -1.5 0.3 0.5 -0.4142
C -0.01325 4.26786 2.83702 0.7 -0.6 -0.6 -0.4013
Br -0.73775 2.72865 3.97716 0.4 1.3 -0.9 -0.0452
H 0.55462 3.09901 1.00875 0.3 0.6 -0.2 0.2605
H -1.11779 3.57200 1.18737 0.2 -0.1 -0.2 0.2192
H -0.55067 5.19873 3.01803 -0.2 -0.4 0.4 0.2196
H 1.03177 4.35944 3.13309 -0.2 0.1 0.2 0.2126
Br -2.38599 -3.65868 -0.43807 -0.2 -0.4 1.0 0.0250
C -2.13641 -4.15003 1.47625 0.9 0.6 0.3 -0.4475
C -1.56132 -2.92895 2.19865 0.0 -0.3 0.2 -0.3784
Br -1.24447 -3.46685 4.14942 -0.3 0.4 -1.1 -0.1137
H -1.39865 -4.95161 1.51180 -0.1 0.0 -0.3 0.2248
H -3.04681 -4.49596 1.96574 -0.2 0.2 -0.5 0.2138
H -2.22322 -2.06385 2.15869 0.0 -0.2 0.4 0.2313
H -0.58455 -2.60670 1.83783 0.0 -0.3 0.0 0.2638
```
Positions in Å, forces in eV/Å.

Properties
- E_LUMO (spin up / spin down): 0.117 / 0.117 hartree
- Expectation value of S²: 0.759
- Multiplicity: 2
- Gap between HOMO and LUMO (spin up / spin down): 1.92 / 1.92 eV
- E_HOMO (spin up / spin down): 0.04671 / 0.04697 Eh
- Total charge: -2

The following is a quantum chemistry calculation of the molecule C6H16Br2OSi2 in a non-equilibrium geometry, from OMol25.

Geometry as XYZ:
```
27
Properties=species:S:1:pos:R:3:forces:R:3:nbo_charge:R:1
Br 1.13377 2.10690 -2.17338 1.0 0.5 -0.5 0.0565
Br 1.09473 -3.26531 -0.17028 0.8 0.2 0.6 0.0398
O -0.98808 -0.94356 0.75273 0.7 2.6 -0.3 -1.1113
C -2.81262 0.50052 -0.89438 -0.2 1.1 3.3 -1.1028
C -0.42742 -0.74466 -1.90262 0.4 -1.8 0.0 -1.1601
C 2.04040 -0.02500 0.11949 0.4 2.9 -0.2 -1.1142
C 0.36247 0.82100 2.57792 2.1 -2.0 -1.4 -1.1006
C -0.41223 1.89143 -1.11003 -1.7 3.0 0.7 -0.9665
C 1.32247 -2.13694 1.40064 -2.1 0.0 1.4 -0.9234
Si -0.99630 0.24052 -0.44135 -4.1 -1.5 -5.5 1.7787
Si 0.52736 -0.44601 1.20840 3.0 -2.0 1.3 1.7573
H -3.05006 1.38934 -1.42711 0.0 0.6 -0.8 0.2244
H -3.35571 0.67936 0.06627 0.1 -0.2 -0.3 0.2259
H -3.30271 -0.33378 -1.29514 -0.4 -1.3 -0.8 0.2439
H -0.48575 -0.24418 -2.86221 -0.1 0.2 -0.1 0.2355
H 0.61417 -1.04424 -1.73128 -0.3 0.1 -0.5 0.2364
H -0.98789 -1.72025 -1.96533 0.4 1.0 0.1 0.2401
H 2.96391 -0.12344 0.73869 -0.9 0.1 0.2 0.2490
H 2.18009 -0.72401 -0.65239 0.0 -1.1 -0.9 0.2414
H 2.15129 0.95753 -0.40996 -0.1 -0.9 0.9 0.2421
H 0.11672 0.18960 3.38648 -0.5 -0.1 1.5 0.2439
H 1.40962 1.11310 2.62111 0.0 0.5 0.5 0.2423
H -0.27952 1.62108 2.39735 -1.1 1.2 -0.1 0.2497
H -0.56533 2.77429 -0.41097 0.6 -0.8 -0.8 0.2412
H -1.18548 2.12483 -1.92834 0.8 -0.9 1.6 0.2790
H 0.73429 -2.62878 2.13325 -1.0 -0.9 0.6 0.2238
H 2.19782 -2.02935 1.97245 2.2 -0.4 -0.5 0.2279
```
Positions in Å, forces in eV/Å.

Properties
- E_LUMO: -0.004 hartree
- Multiplicity: 1
- Gap between HOMO and LUMO: 9.21 eV
- E_HOMO: -0.34260 Eh

The following is a quantum chemistry calculation of a cluster of 6 separate species, C6H16BrCl6N2O3 in total in a non-equilibrium geometry, from OMol25.

Geometry as XYZ:
```
34
Properties=species:S:1:pos:R:3:forces:R:3:nbo_charge:R:1
N -7.01668 -14.18600 -5.55207 0.0 0.7 0.8 -0.9262
H -6.45866 -13.71174 -6.24763 1.4 0.6 -0.9 0.4817
H -6.63147 -14.08940 -4.62342 0.1 0.5 0.2 0.4080
H -6.92463 -15.16722 -5.77307 -0.2 -1.7 -1.0 0.4613
H -7.93820 -13.78190 -5.63916 -0.4 -0.3 0.2 0.4268
N -4.81573 -13.05213 -8.48913 0.1 -5.9 -2.9 0.7349
O -4.95420 -14.21085 -8.92277 -0.6 -1.3 -0.4 -0.5801
O -5.18736 -12.82686 -7.39156 -2.3 2.3 6.2 -0.5987
O -4.26404 -12.28878 -9.18304 2.5 5.2 -2.7 -0.5222
Br -6.19269 -16.70993 -7.20886 -0.4 -0.4 0.4 -0.8894
Cl -9.15054 -11.84615 -5.34389 -1.2 0.4 -1.2 -0.1253
C -9.88981 -11.28173 -6.97956 1.2 1.3 0.3 -0.3320
C -9.57870 -9.69969 -7.05852 -0.3 -2.1 0.4 -0.3864
Cl -7.79149 -9.35205 -6.96062 -1.4 -0.1 -0.2 -0.0350
H -10.95388 -11.49765 -7.07570 -0.1 0.2 0.8 0.2191
H -9.45983 -11.92073 -7.75085 0.6 0.4 0.2 0.2456
H -10.11264 -9.27807 -6.20690 0.5 0.2 0.2 0.2093
H -10.04882 -9.24772 -7.93191 0.5 -0.2 -0.3 0.2185
Cl -3.90200 -14.80355 -4.26699 1.0 -0.3 0.2 -0.0836
C -2.31288 -15.50157 -3.66094 -1.2 -0.6 0.2 -0.3577
C -2.42662 -17.08004 -3.59738 -0.1 1.8 0.0 -0.3688
Cl -3.68917 -17.62619 -2.38290 1.0 0.3 -0.8 -0.0808
H -2.13899 -15.00226 -2.70776 -0.1 -0.5 0.1 0.2110
H -1.53443 -15.14102 -4.33333 -0.1 -0.4 -0.3 0.2257
H -1.45150 -17.49003 -3.33440 -0.2 -0.1 0.3 0.2099
H -2.69974 -17.41104 -4.59935 -0.3 -0.2 0.3 0.2445
Cl -10.06131 -15.26244 -6.27135 -0.6 -0.2 -0.5 -0.1061
C -10.45627 -16.21621 -7.77165 -0.3 0.3 -0.1 -0.3545
C -9.51368 -15.82870 -8.92263 0.2 -1.0 1.2 -0.4217
Cl -9.69454 -14.13964 -9.43781 -0.3 0.0 -0.1 -0.0746
H -11.50034 -16.08158 -8.05433 0.0 0.7 0.2 0.2017
H -10.46715 -17.25100 -7.42934 0.9 -0.1 -0.4 0.2331
H -9.66869 -16.50979 -9.75941 -0.1 0.3 -0.1 0.2193
H -8.49207 -15.94198 -8.55988 0.2 0.0 -0.2 0.2928
```
Positions in Å, forces in eV/Å.

Properties
- E_LUMO: 0.089 hartree
- Multiplicity: 1
- Gap between HOMO and LUMO: 6.24 eV
- E_HOMO: -0.14019 Eh
- Total charge: -1
- Relative energy (zero: lowest compared OMol25 entry of this formula, charge and spin): 1.548 eV

The following is a quantum chemistry calculation of a structure of composition C6H16BrHfO6S2 in a non-equilibrium geometry, from OMol25.

Geometry as XYZ:
```
32
Properties=species:S:1:pos:R:3:forces:R:3:nbo_charge:R:1
Hf 6.89328 3.26775 -0.54396 -2.6 -1.5 -0.5 1.5982
Br 4.57524 1.92226 -0.93214 2.9 1.7 0.5 -0.4753
O 0.84505 3.41621 1.22115 0.4 0.9 0.3 -0.7758
S 0.20353 2.40072 0.49408 0.0 0.4 -0.6 2.3665
O 0.35487 1.04766 0.95740 -0.4 -1.0 0.2 -0.7543
O -1.35900 2.68080 0.62339 -0.1 -0.4 -0.2 -0.5197
C -2.36041 2.25660 -0.32060 0.1 -0.2 0.0 -0.0838
C -3.71862 2.33417 0.27218 0.1 -0.3 0.4 -0.6455
C 0.60215 2.43813 -1.20882 -0.1 -0.1 -0.2 -0.9112
H -2.09997 1.20899 -0.60128 0.0 0.1 -0.1 0.2659
H -2.24540 2.82140 -1.26770 0.1 0.1 0.1 0.2752
H -3.93368 3.33728 0.64781 -0.2 0.0 -0.1 0.2823
H -3.78450 1.64913 1.12909 0.0 0.1 0.1 0.2657
H -4.45049 1.97788 -0.44937 -0.1 0.3 -0.1 0.2716
H 0.09779 1.59751 -1.68146 0.1 0.0 -0.2 0.2727
H 1.68400 2.29576 -1.24567 -0.1 -0.1 0.0 0.2774
H 0.36279 3.39080 -1.67848 -0.1 0.1 0.2 0.2961
O 2.31799 -2.90169 -1.38340 -0.1 -0.3 -0.4 -0.7129
S 1.63462 -2.05365 -0.47216 0.5 0.3 0.4 2.3495
O 0.82509 -1.00211 -1.04295 -0.1 0.2 -0.1 -0.7532
O 0.65919 -2.93485 0.42300 -0.1 0.2 -0.2 -0.5151
C -0.53772 -3.48111 -0.13691 -1.0 -0.4 0.3 -0.0965
C -1.50843 -3.74982 0.98993 0.2 -0.6 0.9 -0.6396
C 2.67318 -1.38857 0.76138 0.7 0.0 0.1 -0.9034
H -0.23881 -4.46699 -0.58107 -0.1 0.2 -0.1 0.3271
H -0.96451 -2.82782 -0.90154 0.5 -0.1 -0.4 0.2516
H -0.95645 -4.24251 1.79630 0.0 0.5 0.3 0.2615
H -2.33155 -4.45437 0.85806 0.2 0.1 -1.0 0.2904
H -1.97202 -2.80224 1.30313 0.3 0.0 0.2 0.2609
H 3.20995 -0.53546 0.32945 -0.6 0.1 0.0 0.2751
H 3.48603 -2.06278 1.03546 -0.4 -0.5 0.0 0.3056
H 2.03683 -1.13906 1.60569 0.1 0.3 0.1 0.2932
```
Positions in Å, forces in eV/Å.

Properties
- E_LUMO: -0.613 hartree
- Multiplicity: 1
- Gap between HOMO and LUMO: 1.73 eV
- E_HOMO: -0.67656 Eh
- Total charge: +3
- Relative energy (zero: lowest compared OMol25 entry of this formula, charge and spin): 5.935 eV

The following is a quantum chemistry calculation of a structure of composition C6H16ClGaIO2P in a non-equilibrium geometry, from OMol25.

Geometry as XYZ:
```
28
Properties=species:S:1:pos:R:3:forces:R:3:nbo_charge:R:1
C 1.41331 -1.13008 0.46480 0.2 0.6 -1.0 -0.9240
I 3.34924 -1.23950 1.38542 -1.2 -0.8 1.2 0.2850
H 1.41826 -2.00567 -0.26847 -0.5 1.2 1.2 0.2633
H 0.89293 -1.24919 1.44412 -0.5 0.1 -1.5 0.2694
H 1.31291 -0.07250 -0.11157 0.2 -2.2 1.5 0.1956
Ga -1.32626 -0.44728 -0.40191 -0.3 -3.5 3.1 1.4856
P -0.75642 0.17116 -2.44241 0.1 1.6 -2.6 0.8825
C 0.93567 0.63231 -2.87567 0.3 0.0 0.4 -0.9341
C -1.33771 -0.97848 -3.69114 -0.2 -1.0 0.0 -0.9478
H -2.69295 1.60037 -2.09285 0.2 0.2 -0.4 0.2638
H -2.04326 1.63483 -3.77710 0.0 0.3 0.4 0.2902
H -1.19823 2.54886 -2.46556 -0.3 -0.1 0.0 0.2812
C -1.78130 1.65243 -2.70954 0.0 -0.1 0.2 -0.9321
H -2.21957 -1.54906 -3.37608 0.1 0.1 0.0 0.2968
H -1.60258 -0.39932 -4.58128 0.1 0.1 0.2 0.2917
H 1.00480 0.67700 -3.97365 -0.2 -0.1 0.3 0.3042
H 1.66495 -0.09417 -2.49555 -0.1 0.2 -0.1 0.2867
H -0.54740 -1.68843 -3.96236 -0.1 0.1 0.2 0.2939
H 1.12822 1.63548 -2.47418 0.2 -0.3 0.0 0.2801
C 5.11919 -0.07838 -0.37454 4.8 2.7 -5.4 0.4581
O 5.77282 0.25238 -1.29210 -3.1 -1.6 4.0 -0.4772
Cl -2.25711 -2.48735 -0.07246 0.9 2.3 -0.4 -0.3994
C -1.97648 -0.17395 2.56006 -1.1 -0.2 1.4 -0.2696
O -1.14066 0.23378 1.46267 0.9 4.3 -1.8 -0.8151
H -2.59078 -1.05736 2.31392 0.4 0.5 -0.2 0.2425
H -2.60597 0.71638 2.72107 0.0 -0.8 0.7 0.2146
H -1.29838 -0.42809 3.39230 -0.5 0.3 -0.2 0.2397
H -1.00227 1.30521 1.61187 -0.1 -3.9 -0.7 0.5746
```
Positions in Å, forces in eV/Å.

Properties
- E_LUMO: -0.336 hartree
- Multiplicity: 1
- Gap between HOMO and LUMO: 4.94 eV
- E_HOMO: -0.51751 Eh
- Total charge: +2
- Relative energy (zero: lowest compared OMol25 entry of this formula, charge and spin): 1.004 eV

Electronic energy, record by record: -237.7463; -11522.2633; -6040.4521; -5908.5470; -4106.5322; -3412.0258 a.u.